Below is C22H46GaINO8P2 as an isolated structure, with properties calculated with wB97M-V/def2-TZVPD.

Each line ends with the Löwdin charge.
Cartesian coordinates (Å):
I  -1.140  -0.976  5.482  0.75
Ga  0.232  -2.252  -0.234  0.25
P  0.045  -4.433  -3.230  0.15
P  0.428  -4.485  -1.127  0.63
O  -2.816  2.460  4.929  -0.11
O  1.278  -3.686  -3.988  -0.21
O  -0.218  -5.764  -3.805  -0.37
O  -0.524  -1.006  -1.449  -0.29
O  1.128  1.332  2.144  -0.09
O  4.320  -1.551  -0.008  -0.11
O  -1.206  -3.439  -3.445  -0.20
O  -4.965  0.506  -5.233  -0.06
N  -3.087  1.087  -2.239  -0.06
C  -5.878  2.227  -3.834  -0.06
C  -5.059  1.730  5.553  -0.10
C  -4.239  0.514  -2.935  -0.20
C  -0.567  -1.791  2.599  -0.42
C  -1.342  -2.321  3.802  -0.63
C  5.460  -0.962  -0.582  -0.19
C  5.834  0.331  0.104  -0.19
C  -1.904  -1.058  -1.680  -0.35
C  5.917  2.745  0.117  -0.09
C  6.549  2.727  1.351  -0.11
C  -4.650  1.379  -4.128  -0.42
C  -1.090  -2.425  1.306  -0.25
C  3.064  -1.100  -0.556  -0.43
C  -4.188  2.489  4.567  -0.33
C  1.756  2.957  0.438  -0.08
C  6.460  0.327  1.348  -0.03
C  5.567  1.551  -0.499  -0.05
C  0.654  2.116  1.057  -0.31
C  2.859  -1.613  -1.971  -0.07
C  1.959  -1.466  0.434  -0.16
C  -2.599  0.210  -1.160  -0.20
C  6.812  1.514  1.968  -0.09
H  5.714  3.690  -0.372  0.10
H  7.308  1.486  2.930  0.10
H  -3.802  2.005  -4.413  0.14
H  -4.316  2.079  3.559  0.11
H  6.663  -0.622  1.828  0.12
H  -5.104  0.389  -2.263  0.12
H  3.093  0.000  -0.594  0.12
H  -5.722  2.825  -2.933  0.08
H  -6.722  1.559  -3.665  0.08
H  -0.935  -2.547  -3.688  0.05
H  -2.061  -1.990  1.045  0.04
H  3.651  -1.287  -2.652  0.07
H  -4.569  0.864  -6.030  0.08
H  2.382  -2.208  1.122  0.07
H  -3.409  -0.026  -0.453  0.11
H  -3.995  -0.474  -3.320  0.11
H  1.479  1.921  2.818  0.08
H  0.974  -3.081  -4.673  0.06
H  6.280  -1.679  -0.477  0.13
H  -4.943  2.145  6.555  0.07
H  -2.085  -1.095  -2.763  0.09
H  0.491  -2.005  2.746  0.09
H  -1.829  0.763  -0.621  0.10
H  -2.378  -1.951  -1.254  0.10
H  1.741  -0.591  1.047  0.03
H  -0.174  2.754  1.389  0.11
H  5.086  1.581  -1.470  0.11
H  0.265  1.404  0.328  0.10
H  -6.103  2.893  -4.666  0.07
H  2.859  -2.703  -1.987  0.05
H  -6.112  1.783  5.270  0.07
H  1.381  3.528  -0.414  0.07
H  -4.766  0.679  5.592  0.07
H  1.817  -4.720  -1.178  -0.16
H  -1.286  -3.492  1.477  0.04
H  6.837  3.655  1.831  0.09
H  5.347  -0.768  -1.652  0.11
H  -4.471  3.542  4.538  0.11
H  -2.405  -2.390  3.590  0.04
H  2.165  3.659  1.169  0.07
H  -3.430  1.927  -1.783  0.10
H  -0.726  -0.714  2.559  0.07
H  1.917  -1.230  -2.368  0.07
H  -2.543  1.533  4.946  -0.03
H  -0.987  -3.284  4.158  0.04
H  2.572  2.316  0.100  0.06

Force components x, y, z for each atom (eV/Å):
I -0.085 -0.066 0.166
Ga -0.012 0.604 0.195
P 0.350 -0.793 -0.108
P -0.370 -0.116 0.426
O -0.139 0.014 0.027
O -0.191 0.288 0.115
O -0.073 0.224 -0.009
O -0.038 -0.369 -0.089
O -0.028 0.046 0.062
O -0.024 -0.241 -0.184
O 0.090 -0.059 -0.404
O 0.004 0.025 0.066
N -0.283 -0.194 0.166
C 0.250 -0.004 0.089
C 0.046 0.016 0.051
C -0.034 0.124 -0.077
C -0.576 -0.216 0.015
C 0.078 0.099 -0.278
C 0.189 0.108 0.169
C 0.080 0.018 -0.075
C 0.192 0.374 -0.163
C 0.089 0.062 0.071
C -0.061 0.127 -0.047
C -0.241 -0.248 -0.288
C 0.104 -0.338 0.011
C -0.298 0.537 0.119
C 0.077 -0.106 -0.014
C 0.052 -0.068 0.028
C -0.116 -0.107 -0.071
C -0.027 0.219 -0.092
C 0.030 0.045 0.008
C 0.350 -0.089 -0.053
C 0.228 -0.370 -0.164
C 0.087 0.106 -0.032
C 0.093 -0.113 0.087
H -0.041 -0.020 -0.004
H -0.013 0.031 0.027
H 0.071 0.027 0.148
H -0.060 0.044 -0.013
H 0.015 -0.016 0.024
H -0.002 -0.078 0.031
H 0.113 0.000 -0.096
H -0.029 0.059 0.004
H -0.074 0.050 -0.013
H -0.094 0.200 0.456
H -0.007 0.053 0.033
H 0.002 0.056 0.014
H -0.003 0.011 -0.021
H -0.005 -0.040 -0.017
H -0.022 -0.117 0.003
H 0.133 0.018 0.034
H -0.008 0.006 0.019
H 0.120 -0.066 -0.152
H -0.024 -0.030 0.061
H -0.017 0.018 -0.001
H -0.110 -0.023 -0.018
H 0.074 0.249 0.036
H -0.066 0.019 0.093
H 0.010 -0.038 0.022
H -0.072 -0.089 0.071
H -0.031 -0.018 -0.055
H -0.009 -0.085 -0.003
H -0.003 -0.032 -0.007
H -0.063 0.016 0.001
H -0.183 0.012 -0.004
H 0.001 -0.006 -0.015
H -0.016 0.000 -0.001
H -0.021 -0.011 -0.028
H 0.073 0.079 -0.251
H 0.065 -0.028 -0.051
H -0.017 -0.001 -0.003
H -0.119 -0.057 -0.042
H 0.003 0.013 -0.018
H -0.046 0.116 0.127
H -0.015 0.030 -0.012
H 0.212 0.164 -0.094
H 0.370 0.080 -0.089
H -0.067 -0.116 0.078
H 0.172 -0.012 0.000
H 0.020 -0.007 0.015
H -0.006 0.000 -0.012

* lowest unoccupied orbital energy: 2.27 eV
* HOMO level: -4.96 eV
* orbital gap: 7.2 eV
* charge: -1